ORCA calculation (ωB97M-V with the def2-TZVPD basis set) on a cluster of 10 separate species, C28H78N2O15 in total at a distorted geometry.

Bonds (Å) are listed after each position.
Positions of all 123 atoms, in Å:
1 C -6.0474 -4.4220 -24.7492  O2 1.461, H10 1.097, H11 1.074, H12 1.083
2 O -5.6306 -4.6472 -23.3671  C1 1.461, C3 1.422
3 C -6.3703 -3.8984 -22.4106  O2 1.422, C4 1.551, H13 1.098, H14 1.084
4 C -6.2014 -4.3974 -20.9522  C3 1.551, N5 1.459, H15 1.076, H16 1.059
5 N -4.8658 -4.1058 -20.4415  C4 1.459, C6 1.448, H17 1.050
6 C -4.5249 -5.0383 -19.3880  N5 1.448, C7 1.575, H18 1.075, H19 1.133
7 C -3.0843 -4.6815 -18.8609  C6 1.575, O8 1.254, H20 1.081, H21 1.118
8 O -2.2406 -4.2130 -19.6615  C7 1.254, C9 1.384
9 C -0.9941 -3.8401 -19.1894  O8 1.384, H22 1.158, H23 1.142, H24 1.060
10 H -5.4304 -4.8816 -25.5313  C1 1.097
11 H -6.0493 -3.3739 -24.9842  C1 1.074
12 H -7.0604 -4.7954 -24.8312  C1 1.083
13 H -7.4413 -4.0354 -22.6117  C3 1.098
14 H -6.1523 -2.8522 -22.5939  C3 1.084
15 H -6.5914 -5.3848 -20.7749  C4 1.076
16 H -6.8877 -3.8310 -20.3783  C4 1.059
17 H -4.9417 -3.1981 -19.9187  N5 1.050
18 H -4.4876 -6.0369 -19.7853  C6 1.075
19 H -5.3505 -5.0278 -18.6118  C6 1.133
20 H -2.7277 -5.6214 -18.4639  C7 1.081
21 H -3.2636 -3.8978 -18.0835  C7 1.118
22 H -1.0982 -2.8572 -18.5853  C9 1.158
23 H -0.3443 -3.5131 -20.0692  C9 1.142
24 H -0.4696 -4.4011 -18.4585  C9 1.060
25 C -1.3116 8.1411 -17.3703  O26 1.367, H34 1.109, H35 1.026, H36 1.089
26 O -1.6972 7.1406 -18.2182  C25 1.367, C27 1.453
27 C -0.7613 6.0453 -18.4046  O26 1.453, C28 1.512, H37 1.102, H38 1.134
28 C -1.5604 4.9937 -19.1409  C27 1.512, N29 1.422, H39 1.069, H40 1.116
29 N -0.6241 3.9308 -19.2665  C28 1.422, C30 1.438, H41 1.024
30 C -1.1925 2.7559 -19.8700  N29 1.438, C31 1.554, H42 1.084, H43 1.093
31 C -0.0957 1.6688 -20.0419  C30 1.554, O32 1.248, H44 1.150, H45 1.072
32 O -0.4569 0.6418 -20.6521  C31 1.248, C33 1.421
33 C -1.2140 -0.2563 -19.8525  O32 1.421, H46 1.186, H47 1.112, H48 1.081
34 H -2.1226 8.8962 -17.3348  C25 1.109
35 H -0.3683 8.4944 -17.5637  C25 1.026
36 H -1.2367 7.7436 -16.3595  C25 1.089
37 H -0.3448 5.7342 -17.4325  C27 1.102
38 H 0.1588 6.2595 -19.0315  C27 1.134
39 H -1.9802 5.4195 -20.0270  C28 1.069
40 H -2.5089 4.6454 -18.6668  C28 1.116
41 H -0.0116 3.7334 -18.4705  N29 1.024
42 H -1.5881 2.9035 -20.8686  C30 1.084
43 H -2.0044 2.3719 -19.2465  C30 1.093
44 H 0.5742 1.3640 -19.1583  C31 1.150
45 H 0.5694 2.0428 -20.7948  C31 1.072
46 H -2.2243 0.2511 -19.4930  C33 1.186
47 H -0.7242 -0.5063 -18.8863  C33 1.112
48 H -1.4375 -1.2384 -20.2438  C33 1.081
49 O -1.6129 1.7390 -25.5456  C50 1.444, H53 0.957
50 C -1.9880 0.4876 -24.9298  O49 1.444, C51 1.467, H54 1.061, H55 1.076
51 C -3.3150 -0.0003 -25.3220  C50 1.467, O52 1.444, H56 1.159, H57 1.060
52 O -4.1823 0.5697 -24.3185  C51 1.444, H58 0.976
53 H -0.7370 1.9530 -25.2247  O49 0.957
54 H -1.2077 -0.1662 -25.2284  C50 1.061
55 H -2.0364 0.6935 -23.8743  C50 1.076
56 H -3.5000 -1.1121 -25.5921  C51 1.159
57 H -3.5697 0.4043 -26.2683  C51 1.060
58 H -3.9764 1.5076 -24.1428  O52 0.976
59 O -6.3141 -1.0215 -24.5214  C60 1.392, H63 0.933
60 C -7.2826 -0.5858 -23.6209  O59 1.392, C61 1.443, H64 1.121, H65 1.113
61 C -8.6127 -1.1041 -23.8335  C60 1.443, O62 1.352, H66 1.136, H67 1.135
62 O -9.5090 -0.5312 -22.9998  C61 1.352, H68 0.954
63 H -5.6089 -0.4313 -24.6798  O59 0.933
64 H -6.8830 -0.6883 -22.5782  C60 1.121
65 H -7.2233 0.4989 -23.8639  C60 1.113
66 H -8.4259 -2.2187 -23.7184  C61 1.136
67 H -8.8252 -0.8458 -24.9181  C61 1.135
68 H -10.1446 -1.2333 -22.8826  O62 0.954
69 O -6.5447 3.5949 -21.4787  C70 1.384, H73 1.008
70 C -5.6945 2.9777 -22.3797  O69 1.384, C71 1.415, H74 1.025, H75 1.060
71 C -4.5388 2.9381 -21.5650  C70 1.415, O72 1.432, H76 1.123, H77 1.068
72 O -3.4843 2.5090 -22.4341  C71 1.432, H78 0.962
73 H -7.4526 3.4548 -21.8942  O69 1.008
74 H -6.0561 2.0301 -22.5243  C70 1.025
75 H -5.7346 3.5595 -23.2655  C70 1.060
76 H -4.5479 2.1328 -20.7818  C71 1.123
77 H -4.3383 3.9051 -21.1574  C71 1.068
78 H -2.9081 3.2595 -22.6078  O72 0.962
79 C -7.3489 0.7485 -20.0570  C80 1.461, H82 1.057, H83 1.123, H84 1.147
80 C -8.0374 -0.5402 -20.0689  C79 1.461, O81 1.457, H85 1.061, H86 1.091
81 O -7.7752 -1.2697 -18.8357  C80 1.457, H87 0.965
82 H -7.4102 1.1643 -21.0271  C79 1.057
83 H -6.2645 0.6962 -19.7713  C79 1.123
84 H -7.8570 1.5770 -19.4483  C79 1.147
85 H -7.6688 -1.2200 -20.7955  C80 1.061
86 H -9.0608 -0.2485 -20.3116  C80 1.091
87 H -8.6249 -1.4555 -18.4175  O81 0.965
88 C -4.5974 -0.0354 -17.6206  C89 1.430, H91 1.053, H92 1.055, H93 1.117
89 C -4.4151 -1.4443 -17.4560  C88 1.430, O90 1.409, H94 1.126, H95 1.050
90 O -5.1359 -2.2363 -18.3717  C89 1.409, H96 0.961
91 H -4.2318 0.3458 -16.7097  C88 1.053
92 H -5.5994 0.2935 -17.6491  C88 1.055
93 H -4.0117 0.3014 -18.5101  C88 1.117
94 H -4.7738 -1.8597 -16.4734  C89 1.126
95 H -3.3902 -1.6598 -17.3822  C89 1.050
96 H -6.0507 -1.9532 -18.2899  O90 0.961
97 C -4.5629 -0.9666 -21.2717  C98 1.388, H100 1.070, H101 1.069, H102 1.072
98 C -3.4862 -1.5887 -21.8878  C97 1.388, O99 1.465, H103 1.049, H104 1.131
99 O -3.8194 -2.2569 -23.1483  C98 1.465, H105 0.956
100 H -4.1519 -0.3060 -20.5369  C97 1.070
101 H -5.3370 -1.5859 -20.8725  C97 1.069
102 H -5.0001 -0.2725 -21.9611  C97 1.072
103 H -3.0330 -2.2682 -21.2301  C98 1.049
104 H -2.7694 -0.7300 -22.0542  C98 1.131
105 H -4.5051 -1.7151 -23.5366  O99 0.956
106 C -2.0510 -4.2658 -25.6391  C107 1.455, H109 1.123, H110 1.096, H111 1.073
107 C -1.1326 -5.3912 -25.5628  C106 1.455, O108 1.367, H112 1.113, H113 1.058
108 O -1.4126 -6.1694 -24.4743  C107 1.367, H114 0.972
109 H -1.6534 -3.6987 -26.5225  C106 1.123
110 H -1.8175 -3.5105 -24.8804  C106 1.096
111 H -3.0834 -4.4901 -25.8256  C106 1.073
112 H -0.0924 -5.0024 -25.6424  C107 1.113
113 H -1.2964 -5.9623 -26.4378  C107 1.058
114 H -0.7167 -6.8379 -24.5949  O108 0.972
115 C 0.8532 -2.2448 -24.0131  C116 1.389, H118 1.091, H119 1.082, H120 1.012
116 C -0.0584 -2.0281 -22.9877  C115 1.389, O117 1.406, H121 1.088, H122 1.072
117 O -0.5096 -3.2761 -22.5224  C116 1.406, H123 0.973
118 H 1.7565 -2.7767 -23.7091  C115 1.091
119 H 1.1309 -1.2960 -24.4534  C115 1.082
120 H 0.4798 -2.7783 -24.7877  C115 1.012
121 H -0.9444 -1.5135 -23.3525  C116 1.088
122 H 0.3212 -1.4964 -22.1384  C116 1.072
123 H 0.2649 -3.8495 -22.6597  O117 0.973

molecular weight	682.931	g mol⁻¹
LUMO energy	0.4119	eV
structure (SMILES)	COCCNCCOC.COCCNCCOC.OCCO.OCCO.OCCO.CCO.CCO.CCO.CCO.CCO
total energy	-63979.9927	eV
ΔE to the lowest compared entry with this formula, charge and spin	450.3	kJ/mol

ORCA calculation (ωB97M-V with the def2-TZVPD basis set) on a cluster of 11 separate species, C28H78O11 in total at a distorted geometry.

Bonds (Å) are listed after each position.
Positions of all 117 atoms, in Å:
1 C 11.1435 -13.7605 -12.8588  C2 1.560, H5 1.090, H6 1.090, H7 1.090
2 C 12.1078 -14.9855 -12.8124  C1 1.560, C3 1.561, O4 1.372, H8 1.090
3 C 13.5966 -14.5721 -13.0324  C2 1.561, H9 1.090, H10 1.090, H11 1.090
4 O 12.0468 -15.6804 -11.6307  C2 1.372, H12 0.960
5 H 10.1551 -14.1000 -13.1686  C1 1.090
6 H 11.4004 -12.9874 -13.5830  C1 1.090
7 H 10.9479 -13.1194 -11.9992  C1 1.090
8 H 11.7440 -15.7647 -13.4822  C2 1.090
9 H 13.6296 -14.0100 -13.9657  C3 1.090
10 H 14.3415 -15.3672 -12.9996  C3 1.090
11 H 14.0813 -13.8090 -12.4233  C3 1.090
12 H 12.8332 -16.2258 -11.5552  O4 0.960
13 C 14.8545 -19.0669 -19.2010  C14 1.554, H17 1.090, H18 1.090, H19 1.090
14 C 16.2085 -18.3201 -19.3588  C13 1.554, C15 1.493, O16 1.438, H20 1.090
15 C 16.2225 -16.9837 -18.6924  C14 1.493, H21 1.090, H22 1.090, H23 1.090
16 O 17.1501 -19.0645 -18.5661  C14 1.438, H24 0.960
17 H 14.8916 -20.1515 -19.3034  C13 1.090
18 H 14.3292 -18.6316 -20.0511  C13 1.090
19 H 14.2347 -18.8064 -18.3431  C13 1.090
20 H 16.4101 -18.2321 -20.4263  C14 1.090
21 H 15.5906 -16.3022 -19.2619  C15 1.090
22 H 17.1800 -16.4643 -18.7320  C15 1.090
23 H 15.7956 -17.1594 -17.7050  C15 1.090
24 H 17.9551 -18.8924 -19.0600  O16 0.960
25 C 20.3809 -18.7280 -11.4845  C26 1.498, H29 1.090, H30 1.090, H31 1.090
26 C 21.2101 -17.5139 -11.7696  C25 1.498, C27 1.627, O28 1.423, H32 1.090
27 C 22.6021 -17.8625 -12.5370  C26 1.627, H33 1.090, H34 1.090, H35 1.090
28 O 20.4198 -16.7945 -12.7095  C26 1.423, H36 0.960
29 H 19.4040 -18.4479 -11.0903  C25 1.090
30 H 20.8886 -19.4538 -10.8491  C25 1.090
31 H 20.1487 -19.3180 -12.3711  C25 1.090
32 H 21.3987 -16.8858 -10.8990  C26 1.090
33 H 23.0752 -16.9979 -13.0025  C27 1.090
34 H 22.4658 -18.5024 -13.4088  C27 1.090
35 H 23.3499 -18.3199 -11.8892  C27 1.090
36 H 20.3051 -17.3004 -13.5173  O28 0.960
37 C 16.1976 -9.6570 -18.7916  C38 1.509, H41 1.090, H42 1.090, H43 1.090
38 C 15.3223 -10.8853 -18.8411  C37 1.509, C39 1.547, O40 1.412, H44 1.090
39 C 15.3603 -11.8929 -20.0142  C38 1.547, H45 1.090, H46 1.090, H47 1.090
40 O 15.6128 -11.6445 -17.6863  C38 1.412, H48 0.960
41 H 15.8678 -8.9148 -19.5186  C37 1.090
42 H 17.2097 -10.0446 -18.9079  C37 1.090
43 H 16.1579 -9.0823 -17.8663  C37 1.090
44 H 14.2906 -10.5417 -18.7655  C38 1.090
45 H 16.4022 -12.1783 -20.1594  C39 1.090
46 H 15.1770 -11.5037 -21.0157  C39 1.090
47 H 14.9091 -12.8607 -19.7953  C39 1.090
48 H 16.4350 -11.3092 -17.3214  O40 0.960
49 C 17.8920 -13.4023 -11.4515  C50 1.503, H53 1.090, H54 1.090, H55 1.090
50 C 19.3815 -13.4977 -11.6316  C49 1.503, C51 1.556, O52 1.417, H56 1.090
51 C 20.1498 -14.2930 -10.5372  C50 1.556, H57 1.090, H58 1.090, H59 1.090
52 O 19.6103 -14.2446 -12.8142  C50 1.417, H60 0.960
53 H 17.7213 -12.7561 -10.5904  C49 1.090
54 H 17.4376 -14.3771 -11.2743  C49 1.090
55 H 17.3564 -12.8561 -12.2280  C49 1.090
56 H 19.7879 -12.4881 -11.6904  C50 1.090
57 H 20.2902 -13.7932 -9.5788  C51 1.090
58 H 21.1541 -14.4612 -10.9260  C51 1.090
59 H 19.6807 -15.2522 -10.3180  C51 1.090
60 H 20.0523 -15.0756 -12.6251  O52 0.960
61 C 16.3109 -20.4851 -14.8412  C62 1.529, H65 1.090, H66 1.090, H67 1.090
62 C 17.1428 -19.2282 -15.0989  C61 1.529, C63 1.582, O64 1.432, H68 1.090
63 C 17.6962 -18.8038 -13.6792  C62 1.582, H69 1.090, H70 1.090, H71 1.090
64 O 18.2439 -19.5301 -15.9639  C62 1.432, H72 0.960
65 H 15.4225 -20.3589 -14.2224  C61 1.090
66 H 16.9373 -21.2098 -14.3212  C61 1.090
67 H 15.9553 -21.0021 -15.7325  C61 1.090
68 H 16.5449 -18.4480 -15.5700  C62 1.090
69 H 17.0024 -18.1178 -13.1932  C63 1.090
70 H 18.5836 -18.1790 -13.7799  C63 1.090
71 H 17.9512 -19.5989 -12.9786  C63 1.090
72 H 17.8659 -19.4951 -16.8457  O64 0.960
73 C 17.3320 -15.3528 -15.1818  C74 1.533, H76 1.090, H77 1.090, H78 1.090
74 C 16.7862 -13.9641 -14.8317  C73 1.533, O75 1.416, H79 1.090, H80 1.090
75 O 17.8810 -13.0900 -14.6231  C74 1.416, H81 0.960
76 H 16.5567 -16.1187 -15.1615  C73 1.090
77 H 18.2281 -15.5726 -14.6016  C73 1.090
78 H 17.7354 -15.3224 -16.1940  C73 1.090
79 H 15.9636 -14.0098 -14.1180  C74 1.090
80 H 16.4404 -13.5285 -15.7691  C74 1.090
81 H 18.4154 -13.4507 -13.9118  O75 0.960
82 C 13.3670 -9.8387 -14.9892  C83 1.564, H85 1.090, H86 1.090, H87 1.090
83 C 14.5285 -10.5708 -14.2402  C82 1.564, O84 1.439, H88 1.090, H89 1.090
84 O 15.7656 -9.8541 -14.4052  C83 1.439, H90 0.960
85 H 13.3486 -8.8974 -14.4398  C82 1.090
86 H 12.4772 -10.4682 -14.9836  C82 1.090
87 H 13.7340 -9.5068 -15.9604  C82 1.090
88 H 14.6130 -11.5997 -14.5901  C83 1.090
89 H 14.2765 -10.6758 -13.1849  C83 1.090
90 H 16.4704 -10.3284 -14.8523  O84 0.960
91 C 19.6924 -9.5819 -16.5031  C92 1.518, H94 1.090, H95 1.090, H96 1.090
92 C 18.8463 -10.0064 -15.3162  C91 1.518, O93 1.466, H97 1.090, H98 1.090
93 O 17.8776 -10.9545 -15.8756  C92 1.466, H99 0.960
94 H 18.9353 -9.2629 -17.2195  C91 1.090
95 H 20.1776 -10.4471 -16.9549  C91 1.090
96 H 20.4453 -8.8598 -16.1874  C91 1.090
97 H 18.2996 -9.1396 -14.9448  C92 1.090
98 H 19.4499 -10.4511 -14.5249  C92 1.090
99 H 17.9397 -11.8242 -15.4741  O93 0.960
100 C 21.7546 -12.9829 -15.2959  C101 1.536, H103 1.090, H104 1.090, H105 1.090
101 C 22.8823 -12.0302 -15.7201  C100 1.536, O102 1.395, H106 1.090, H107 1.090
102 O 22.7320 -11.2504 -16.8674  C101 1.395, H108 0.960
103 H 20.8403 -12.4025 -15.1723  C100 1.090
104 H 21.9522 -13.5074 -14.3611  C100 1.090
105 H 21.5375 -13.6413 -16.1371  C100 1.090
106 H 23.8572 -12.4962 -15.8636  C101 1.090
107 H 22.9320 -11.2773 -14.9336  C101 1.090
108 H 23.4279 -10.5912 -16.8145  O102 0.960
109 C 12.8374 -16.3620 -16.6471  C110 1.551, H112 1.090, H113 1.090, H114 1.090
110 C 13.2640 -15.1682 -17.5414  C109 1.551, O111 1.433, H115 1.090, H116 1.090
111 O 13.4515 -13.9541 -16.8037  C110 1.433, H117 0.960
112 H 13.4759 -16.6693 -15.8189  C109 1.090
113 H 12.7870 -17.2275 -17.3077  C109 1.090
114 H 11.8176 -16.1372 -16.3347  C109 1.090
115 H 12.4425 -14.9804 -18.2327  C110 1.090
116 H 14.1315 -15.4205 -18.1512  C110 1.090
117 H 14.0573 -13.3695 -17.2650  O111 0.960

molecular weight	590.921	g mol⁻¹
LUMO energy	0.4731	eV
structure (SMILES)	CC(C)O.CC(C)O.CC(C)O.CC(C)O.CC(C)O.CC(C)O.CCO.CCO.CCO.CCO.CCO
total energy	-52819.2689	eV
ΔE to the lowest compared entry with this formula, charge and spin	247.3	kJ/mol